[1]
ORCA calculation (ωB97M-V/def2-TZVPD) on one molecule with the formula C4H8N2O.

ORCA input file:
```
! RIJCOSX wB97M-V def2-TZVPD def2/J DEFGRID3
* xyz 0 1
C 0.975 1.530 -0.376
C 0.479 0.229 0.240
O 0.144 0.491 1.574
C 1.483 -0.875 0.179
N 2.099 -1.852 0.075
C -0.750 -0.329 -0.539
N -1.573 -1.100 0.384
H 1.837 1.916 0.172
H 0.153 2.239 -0.253
H 1.229 1.441 -1.439
H -0.643 -0.064 1.752
H -0.383 -0.902 -1.400
H -1.338 0.503 -0.938
H -1.192 -2.029 0.533
H -2.521 -1.195 0.036
*
```

Results
Energy relative to the best compared isomer or geometry (same formula, charge and spin) = 1.375 eV
SMILES = C[C@](O)(C#N)CN
Lowest unoccupied orbital energy = 0.8 eV

Mulliken population analysis, charges in e, atoms 1 to 6: number 1, C, carries -1.4192; number 2, C, carries 1.0843; number 3, O, carries -0.5904; number 4, C, carries -0.0492; number 5, N, carries -0.4809; number 6, C, carries -0.5838



[2]
ORCA calculation (ωB97M-V/def2-TZVPD) on one molecule with the formula C4H8N2O.

ORCA input file:
```
! RIJCOSX wB97M-V def2-TZVPD def2/J DEFGRID3
* xyz 0 1
C 1.414 -0.854 -0.277
C 0.161 -1.080 -0.627
C 1.772 0.377 0.434
C -0.329 1.004 0.317
N -0.793 -0.131 -0.315
N -2.108 -0.544 0.086
O -0.477 2.286 -0.378
H 2.103 -1.806 -0.378
H -0.161 -1.936 -1.059
H 2.147 0.187 1.383
H 2.051 1.298 0.037
H -0.609 1.089 1.433
H -2.487 -1.287 -0.521
H -2.234 -0.788 1.171
H -0.449 2.184 -1.306
*
```

Results
Energy relative to the best compared isomer or geometry (same formula, charge and spin) = 5.760 eV
Lowest unoccupied orbital energy = 0.9 eV

Mulliken population analysis, charges in e, atoms 1 to 6: number 1, C, carries -0.1099; number 2, C, carries -0.2972; number 3, C, carries -0.7856; number 4, C, carries -0.1848; number 5, N, carries 0.1809; number 6, N, carries -0.7075



[3]
ORCA calculation (ωB97M-V/def2-TZVPD) on one molecule with the formula C4H8N2O.

ORCA input file:
```
! RIJCOSX wB97M-V def2-TZVPD def2/J DEFGRID3
* xyz 0 1
C 1.432 1.393 -0.103
C 0.006 0.944 -0.087
C -0.530 0.380 -1.320
N -0.057 -0.696 -0.433
C -0.538 -0.758 0.927
O 0.233 -1.036 1.823
N -1.922 -0.786 1.017
H 2.034 1.047 -0.964
H 1.410 2.488 -0.131
H 1.934 1.106 0.827
H -1.604 0.357 -1.501
H 0.068 0.385 -2.237
H 0.864 -1.096 -0.573
H -2.396 -1.296 0.286
H -2.215 -1.041 1.948
*
```

Results
Energy relative to the best compared isomer or geometry (same formula, charge and spin) = 4.115 eV
Lowest unoccupied orbital energy = 0.8 eV

Mulliken population analysis, charges in e, atoms 1 to 6: number 1, C, carries -1.1837; number 2, C, carries 0.0895; number 3, C, carries -0.4427; number 4, N, carries -0.2603; number 5, C, carries 0.6088; number 6, O, carries -0.6340



[4]
ORCA calculation (ωB97M-V/def2-TZVPD) on one molecule with the formula C4H8N2O.

ORCA input file:
```
! RIJCOSX wB97M-V def2-TZVPD def2/J DEFGRID3
* xyz 0 1
C -1.958 -1.047 0.158
C -1.022 -0.056 -0.098
C -1.512 1.487 0.046
N 0.299 -0.131 -0.133
N 0.782 -1.387 -0.132
C 1.319 0.903 -0.026
O 2.444 0.199 0.095
H -3.049 -0.718 -0.294
H -1.714 -2.120 0.381
H -1.072 2.148 0.837
H -2.635 1.606 0.015
H -1.187 2.371 -0.757
H 0.672 -1.879 0.829
H -0.207 -1.965 -0.521
H 1.105 1.867 0.127
*
```

Results
Energy relative to the best compared isomer or geometry (same formula, charge and spin) = 6.584 eV
SMILES = C=C(C)N(N)C=O
Lowest unoccupied orbital energy = 0.2 eV

Mulliken population analysis, charges in e, atoms 1 to 6: number 1, C, carries -1.0144; number 2, C, carries 0.9178; number 3, C, carries -1.2772; number 4, N, carries 0.3815; number 5, N, carries -0.9079; number 6, C, carries -0.0135



[5]
ORCA calculation (ωB97M-V/def2-TZVPD) on one molecule with the formula C4H8N2O.

ORCA input file:
```
! RIJCOSX wB97M-V def2-TZVPD def2/J DEFGRID3
* xyz 0 1
N -2.249 -0.363 0.179
C -0.829 -0.531 0.379
C -0.022 -0.879 -0.889
C 1.184 -0.138 -0.347
C 0.152 0.638 0.513
N 0.353 1.823 0.935
O 1.738 1.937 0.375
H -2.621 -1.250 -0.155
H -2.719 -0.165 1.055
H -0.554 -1.253 1.171
H -0.446 -0.281 -1.705
H 0.114 -1.915 -1.181
H 1.863 0.303 -1.089
H 1.806 -0.689 0.368
H 2.229 2.764 0.391
*
```

Results
Energy relative to the best compared isomer or geometry (same formula, charge and spin) = 4.739 eV
SMILES = N[C@H]1CC/C1=N\O
Lowest unoccupied orbital energy = 0.9 eV

Mulliken population analysis, charges in e, atoms 1 to 6: number 1, N, carries -0.6802; number 2, C, carries 0.3542; number 3, C, carries -0.6831; number 4, C, carries -0.4031; number 5, C, carries 0.2519; number 6, N, carries -0.5793



[6]
ORCA calculation (ωB97M-V/def2-TZVPD) on one molecule with the formula C4H8N2O.

ORCA input file:
```
! RIJCOSX wB97M-V def2-TZVPD def2/J DEFGRID3
* xyz 0 1
H -1.148 -1.812 -0.966
N -1.836 -1.244 -0.461
C -1.325 -0.101 -0.124
C -0.322 0.677 -1.024
C 1.039 0.131 -0.804
O 0.770 -0.841 0.414
C 0.958 -0.376 1.747
N -0.665 1.688 -1.733
H -1.689 1.778 -1.738
H -1.897 0.580 0.522
H 1.345 -0.526 -1.619
H 1.767 0.898 -0.536
H 1.835 -0.871 2.170
H 0.096 -0.691 2.341
H 1.072 0.710 1.811
*
```

Results
Energy relative to the best compared isomer or geometry (same formula, charge and spin) = 3.972 eV
SMILES = [H]/N=C\C(COC)=N/[H]
Lowest unoccupied orbital energy = 0.8 eV

Mulliken population analysis, charges in e, atoms 1 to 6: number 1, H, carries 0.2898; number 2, N, carries -0.5884; number 3, C, carries -0.1846; number 4, C, carries 0.5486; number 5, C, carries -0.3901; number 6, O, carries -0.4071